Density functional theory data (ωB97M-V with the def2-TZVPD basis set) for a molecular structure, C43H34N7O5Sc.

```
! wB97M-V def2-TZVPD RIJCOSX def2/J DEFGRID3
* xyz 0 1
Sc -0.212 -0.569 1.464
C -3.122 -1.806 2.481
O -1.960 -2.097 1.712
C -2.108 -2.864 0.581
C -3.280 -3.494 0.206
C -3.305 -4.287 -0.935
C -2.159 -4.455 -1.694
C -0.982 -3.829 -1.320
C -0.942 -3.016 -0.192
N 0.194 -2.294 0.228
N 1.269 -2.609 -0.389
C 2.452 -2.025 -0.137
C 2.668 -0.970 0.810
O 1.714 -0.314 1.340
C 4.022 -0.657 1.165
C 5.066 -1.157 0.471
C 4.879 -2.050 -0.632
C 5.957 -2.479 -1.423
C 5.762 -3.346 -2.470
C 4.478 -3.832 -2.733
C 3.409 -3.436 -1.963
C 3.578 -2.518 -0.912
H -3.635 -2.724 2.767
H -2.767 -1.294 3.372
H -3.794 -1.153 1.920
H -4.186 -3.382 0.783
H -4.230 -4.768 -1.223
H -2.189 -5.064 -2.588
H -0.080 -3.954 -1.899
H 4.156 0.029 1.992
H 6.079 -0.881 0.741
H 6.953 -2.115 -1.200
H 6.596 -3.664 -3.082
H 4.322 -4.525 -3.550
H 2.418 -3.819 -2.157
C 1.256 -3.369 4.060
O 1.747 -2.542 5.106
C 1.565 -1.184 5.119
C 2.255 -0.533 6.124
C 2.205 0.850 6.275
C 1.480 1.595 5.379
C 0.770 0.973 4.343
C 0.021 1.806 3.433
N -0.539 1.334 2.379
N -1.361 2.161 1.638
C -1.919 1.490 0.662
O -1.668 0.245 0.402
C -2.938 2.199 -0.153
C -3.195 3.556 0.032
C -4.161 4.186 -0.734
C -4.881 3.467 -1.680
C -4.629 2.115 -1.866
C -3.659 1.483 -1.105
C 0.752 -0.447 4.215
O -0.008 -1.046 3.327
H 1.635 -4.364 4.289
H 1.630 -3.061 3.081
H 0.168 -3.390 4.031
H 2.849 -1.141 6.795
H 2.741 1.325 7.085
H 1.456 2.676 5.452
H -0.091 2.865 3.665
H -2.636 4.095 0.785
H -4.358 5.242 -0.597
H -5.647 3.961 -2.266
H -5.192 1.557 -2.603
H -3.446 0.428 -1.226
C 0.128 -0.795 -4.239
C 0.554 -0.917 -2.927
N 0.266 -0.024 -1.980
C -0.400 1.064 -2.346
C -0.825 1.328 -3.651
C -0.588 0.333 -4.598
C -1.560 2.527 -4.071
C -1.573 3.799 -3.644
C -0.756 4.541 -2.675
C -1.147 5.836 -2.321
C -0.340 6.529 -1.441
N 0.781 6.016 -0.942
C 1.078 4.788 -1.350
N 0.380 4.037 -2.187
H 0.348 -1.567 -4.964
H 1.144 -1.769 -2.618
H -0.616 1.768 -1.564
H -0.933 0.456 -5.618
H -2.218 2.325 -4.912
H -2.296 4.444 -4.134
H -2.053 6.275 -2.716
H -0.588 7.536 -1.123
H 1.993 4.355 -0.957
*
```

Summary:
orbital gap = 6.556 eV
ΔE to the lowest compared entry with this formula, charge and spin = 12.3 kcal per mole
E_tot = -86514.814 eV

---

Density functional theory data (ωB97M-V with the def2-TZVPD basis set) for a molecular structure, C3H3IN2OS.

```
! wB97M-V def2-TZVPD RIJCOSX def2/J DEFGRID3
* xyz 0 1
C -0.438 -0.480 0.023
C 1.935 0.314 -0.550
C -1.351 0.640 0.451
N -0.881 -1.630 -0.233
N -1.216 -2.665 -0.562
O 1.611 0.351 -1.684
S 1.121 -0.300 0.820
I 3.754 1.215 0.098
H -1.820 1.011 -0.410
H -2.075 0.263 1.138
H -0.639 1.280 0.909
*
```

Summary:
orbital gap = 9.060 eV
ΔE to the lowest compared entry with this formula, charge and spin = 28.8 kcal per mole
E_tot = -27120.768 eV

---

Density functional theory data (ωB97M-V with the def2-TZVPD basis set) for a molecular structure, H37O18.

```
! wB97M-V def2-TZVPD RIJCOSX def2/J DEFGRID3
* xyz 1 1
O -3.151 0.661 1.943
H 1.318 -0.306 4.447
H -2.353 0.479 1.040
O -2.256 0.049 -0.247
H -3.000 0.009 2.566
O -0.804 -1.797 1.463
H -0.366 -2.621 1.090
H -0.215 -1.543 2.011
O 0.690 0.304 -4.657
H 0.740 0.646 -5.468
H 1.300 -0.162 -4.158
O -1.795 -2.605 4.382
H -1.968 -2.714 5.289
H -1.270 -3.136 3.769
O -0.715 3.207 0.918
H -0.227 2.691 0.112
H -1.380 3.701 0.446
O 3.950 -2.988 1.178
H 3.358 -3.763 1.038
H 4.599 -3.659 1.185
O 1.007 -3.133 -0.817
H 0.880 -2.410 -1.446
H 1.943 -3.207 -0.866
O -4.175 2.545 0.204
H -4.636 3.274 0.586
H -3.661 0.114 1.349
O 0.788 1.951 -2.488
H 1.769 2.250 -2.645
H 0.337 2.871 -2.781
O 2.699 0.698 -1.398
H 2.824 1.239 -0.535
H 3.114 -0.181 -1.056
O 1.408 -2.218 -4.217
H 1.350 -1.491 -3.352
H 1.077 -2.986 -3.805
O 0.767 -0.824 3.956
H -4.754 2.380 -0.518
H -0.078 -0.905 4.214
O -0.565 4.963 -3.321
H -0.799 4.289 -4.059
H -1.272 5.293 -2.929
O -0.081 -0.201 -1.448
H -0.398 0.241 -2.360
H 0.830 0.073 -1.473
O 4.412 0.094 1.197
H 4.200 0.377 2.100
H 4.712 -0.607 0.827
O -4.551 -1.590 0.373
H -4.566 -2.242 1.139
H -4.377 -2.128 -0.362
O 2.515 1.551 2.922
H 2.156 2.386 3.231
H 1.894 1.514 2.149
H -1.446 0.293 -0.782
H -1.775 -0.728 0.062
*
```

Summary:
orbital gap = 10.503 eV
ΔE to the lowest compared entry with this formula, charge and spin = 225.8 kcal per mole
E_tot = -37443.642 eV

---

Density functional theory data (ωB97M-V with the def2-TZVPD basis set) for 2 unconnected molecules or ions with the total composition C2H5NO.

```
! wB97M-V def2-TZVPD RIJCOSX def2/J DEFGRID3
* xyz 0 1
C -0.372 1.220 -0.147
C 0.148 -1.086 -0.086
N -0.826 0.006 0.004
O -1.994 -0.278 0.322
H -1.667 2.415 -0.727
H 0.737 1.335 -0.476
H -0.369 -1.967 0.077
H 0.387 -1.247 -1.153
H 1.047 -1.060 0.518
*
```

Summary:
orbital gap (alpha / beta) = 8.432 / 8.435 eV
ΔE to the lowest compared entry with this formula, charge and spin = 161.9 kcal per mole
E_tot = -5686.207 eV

---

Density functional theory data (ωB97M-V with the def2-TZVPD basis set) for a molecular structure, C35H49CeCl2N3OP4.

```
! wB97M-V def2-TZVPD RIJCOSX def2/J DEFGRID3
* xyz 2 1
P 3.100 -2.369 -0.657
C 3.344 -4.112 -0.116
C 3.515 -5.195 -0.989
H 3.443 -5.058 -2.071
C 3.791 -6.472 -0.487
H 3.941 -7.305 -1.176
C 3.871 -6.683 0.896
H 4.084 -7.681 1.287
C 3.664 -5.611 1.774
H 3.715 -5.773 2.853
C 3.393 -4.340 1.276
H 3.225 -3.506 1.962
C 2.830 -2.592 -2.464
C 1.520 -2.891 -2.884
H 0.712 -2.908 -2.149
C 1.257 -3.187 -4.219
H 0.239 -3.433 -4.524
C 2.293 -3.175 -5.158
H 2.087 -3.414 -6.204
C 3.591 -2.850 -4.756
H 4.404 -2.830 -5.484
C 3.860 -2.550 -3.417
H 4.879 -2.293 -3.121
C 4.842 -1.772 -0.644
C 5.960 -2.608 -0.523
H 5.840 -3.682 -0.356
C 7.254 -2.084 -0.621
H 8.115 -2.747 -0.546
C 7.440 -0.707 -0.813
H 8.450 -0.298 -0.890
C 6.327 0.137 -0.893
H 6.469 1.213 -1.032
C 5.040 -0.383 -0.798
H 4.173 0.284 -0.842
Ce -1.301 0.919 0.954
C -1.003 2.397 -0.986
C -0.404 1.963 -2.109
H -1.535 3.364 -0.953
C 0.401 0.671 -2.122
O 1.739 1.052 -2.507
H 2.321 0.264 -2.466
C 0.455 -0.066 -0.814
H -0.015 -0.007 -2.893
C 0.820 -0.808 0.104
Cl -3.475 2.406 0.966
Cl -1.300 -0.805 2.914
P -3.359 -0.856 -0.012
C -4.918 -1.011 0.929
H -5.564 -0.146 0.741
H -4.689 -1.047 2.000
H -5.444 -1.931 0.645
C -3.994 -0.475 -1.681
H -3.154 -0.358 -2.377
H -4.550 0.472 -1.650
H -4.652 -1.280 -2.034
C -2.842 -2.598 -0.150
H -2.535 -2.958 0.840
H -1.984 -2.679 -0.830
H -3.678 -3.201 -0.528
P -0.429 2.931 -3.652
C -1.918 3.933 -3.741
C -0.418 1.756 -5.008
H -1.967 4.619 -2.884
H -2.811 3.290 -3.742
H -1.894 4.517 -4.675
H 0.406 1.046 -4.874
H -0.282 2.304 -5.949
H -1.373 1.216 -5.033
C 1.037 3.961 -3.741
H 0.906 4.848 -3.110
H 1.203 4.269 -4.781
H 1.889 3.373 -3.379
H 1.267 -1.500 0.813
C -4.841 3.087 6.464
N -3.386 3.172 6.698
C -2.907 4.502 6.260
N -3.228 4.781 4.844
C -4.687 4.640 4.626
N -5.202 3.327 5.054
C -4.733 2.240 4.192
P -2.850 2.105 4.162
C -2.659 2.087 6.029
C -2.455 3.938 3.943
H -5.332 3.861 7.075
H -5.186 2.086 6.762
H -1.816 4.541 6.392
H -3.401 5.265 6.881
H -4.899 4.781 3.555
H -5.196 5.412 5.224
H -5.126 1.280 4.559
H -5.070 2.390 3.161
H -1.586 2.160 6.257
H -3.027 1.117 6.394
H -2.654 4.194 2.898
H -1.382 4.064 4.135
*
```

Summary:
orbital gap (alpha / beta) = 4.514 / 4.090 eV
ΔE to the lowest compared entry with this formula, charge and spin = 0.0 kcal per mole
E_tot = -118721.511 eV